# 1
{
  "formula": "C44H39N2O2P2PtSi",
  "method": "ωB97M-V/def2-TZVPD",
  "homo_energy_ev": -9.759,
  "largest_force_ev_per_a": 3.4,
  "lumo_energy_ev": -3.7,
  "charge": 1,
  "relative_energy_kcal_mol": 99.7,
  "symbols": ["Pt", "C", "Si", "C", "C", "C", "C", "C", "C", "P", "C", "C", "C", "C", "C", "C", "C", "C", "C", "C", "C", "C", "C", "C", "C", "C", "C", "C", "P", "C", "C", "C", "C", "C", "C", "C", "C", "C", "C", "C", "C", "H", "H", "H", "H", "H", "H", "H", "H", "H", "H", "H", "H", "H", "H", "H", "H", "H", "H", "H", "H", "H", "H", "H", "H", "H", "H", "H", "H", "H", "H", "H", "O", "C", "N", "C", "O", "C", "C", "C", "C", "N", "C", "H", "H", "H", "H", "H", "H", "H", "H"],
  "positions_angstrom": [[-0.473250, -0.720236, -0.149480], [-0.943474, 2.989629, -0.466580], [-1.593227, 1.296337, 0.170949], [-3.160265, 1.057648, -0.911030], [-4.259330, 1.901130, -0.828510], [-5.236706, 1.898378, -1.811341], [-5.128116, 1.046680, -2.900847], [-4.056188, 0.177335, -2.989615], [-3.082943, 0.180252, -1.996305], [-1.669554, -0.949912, -2.117833], [-1.237680, -0.921549, -3.878432], [-1.610120, -1.948135, -4.739809], [-1.316901, -1.846189, -6.088230], [-0.653673, -0.731733, -6.576327], [-0.282431, 0.291292, -5.716438], [-0.570460, 0.198032, -4.368123], [-2.275887, -2.632177, -1.809156], [-1.278627, -3.606642, -1.724978], [-1.600114, -4.896534, -1.352836], [-2.917051, -5.221215, -1.060568], [-3.908240, -4.258466, -1.154330], [-3.592752, -2.959354, -1.514702], [-1.602038, 1.265792, 2.079126], [-2.627802, 1.695074, 2.905404], [-2.490417, 1.652563, 4.284387], [-1.323941, 1.174373, 4.857738], [-0.295639, 0.722750, 4.045847], [-0.428834, 0.799808, 2.672139], [0.927319, 0.003068, 1.568461], [2.112570, -1.266036, 0.737498], [1.559623, -2.471212, 0.301455], [2.379507, -3.505007, -0.111906], [3.756607, -3.360288, -0.045746], [4.310550, -2.175409, 0.421104], [3.497613, -1.131617, 0.816284], [1.729475, 1.500636, 0.969754], [2.060665, 1.533232, -0.387916], [2.624004, 2.664509, -0.942196], [2.873019, 3.773921, -0.146373], [2.548499, 3.749196, 1.203112], [1.971550, 2.621042, 1.760367], [-1.680032, 3.759110, -0.256400], [-0.790662, 2.965336, -1.540279], [-0.010937, 3.280949, 0.000993], [-4.336834, 2.586278, 0.003031], [-6.075262, 2.575754, -1.738078], [-5.870131, 1.064128, -3.684374], [-3.958611, -0.493055, -3.834284], [-2.130781, -2.816014, -4.358096], [-1.612901, -2.640127, -6.756899], [-0.424663, -0.659410, -7.628645], [0.230934, 1.160240, -6.098475], [-0.287994, 0.984349, -3.679854], [-0.257381, -3.342179, -1.982672], [-0.828490, -5.646912, -1.275696], [-3.167875, -6.229982, -0.772101], [-4.933676, -4.516173, -0.937994], [-4.364199, -2.205938, -1.584956], [-3.552595, 2.049926, 2.474318], [-3.309045, 1.974736, 4.909325], [-1.221438, 1.142431, 5.931882], [0.604837, 0.297442, 4.468563], [0.471618, -2.609001, 0.309304], [1.943387, -4.425661, -0.471712], [4.400989, -4.172544, -0.341945], [5.383461, -2.064804, 0.476169], [3.920500, -0.200821, 1.167745], [1.850054, 0.662399, -1.003325], [2.864277, 2.680913, -1.995233], [3.307609, 4.661068, -0.581312], [2.743536, 4.610312, 1.825521], [1.712622, 2.603335, 2.809218], [1.357597, -2.748130, 4.355404], [0.307902, -3.035554, 5.238428], [-0.249076, -4.347593, 5.041588], [-1.147763, -4.743403, 4.103706], [-1.442150, -5.908361, 3.956437], [-1.811271, -3.687055, 3.270781], [-3.199616, -3.714034, 3.160873], [-3.820894, -2.790433, 2.336903], [-3.034972, -1.918478, 1.602430], [-1.708996, -1.920545, 1.671117], [-1.111705, -2.763340, 2.502647], [2.139216, -3.265516, 4.581251], [-0.453005, -2.275686, 5.042859], [0.637323, -2.957448, 6.280809], [0.150111, -5.118408, 5.562717], [-3.760462, -4.448965, 3.719732], [-4.894736, -2.757221, 2.249425], [-3.482706, -1.185640, 0.943626], [-0.032365, -2.697471, 2.560135]],
  "forces_ev_per_angstrom": [[0.004, 1.649, -1.044], [-0.127, -0.857, 0.488], [0.556, -0.165, -0.909], [0.443, -0.064, 0.577], [-0.182, 0.064, -0.031], [-0.051, 0.058, 0.072], [-0.043, -0.057, -0.047], [-0.028, 0.095, 0.025], [0.066, -0.201, -0.113], [-0.305, -0.272, 0.839], [0.237, 0.004, 0.278], [-0.013, 0.069, 0.162], [0.001, -0.023, -0.117], [-0.018, -0.028, 0.000], [0.030, 0.084, -0.023], [-0.035, -0.118, 0.105], [-0.141, 0.015, -0.196], [-0.141, -0.023, -0.158], [0.073, 0.020, 0.047], [-0.123, -0.029, -0.002], [-0.046, -0.163, 0.124], [0.214, 0.107, -0.249], [0.119, 0.038, -1.172], [0.175, 0.120, 0.112], [-0.046, -0.059, 0.169], [-0.154, 0.110, 0.078], [0.188, 0.026, 0.120], [0.787, -1.709, 1.268], [-0.959, 1.584, -2.800], [-0.281, -1.041, 2.505], [-0.263, 0.391, 0.141], [0.156, -0.073, -0.294], [-0.116, -0.016, 0.051], [-0.004, 0.055, -0.282], [-0.205, 0.487, 0.058], [0.371, 0.350, -0.206], [0.223, 0.060, 0.020], [0.058, -0.077, 0.019], [-0.053, 0.124, 0.165], [0.094, 0.197, -0.181], [-0.001, -0.470, -0.049], [-0.251, 0.122, 0.080], [-0.026, -0.119, -0.223], [0.143, 0.057, 0.122], [-0.093, 0.173, 0.058], [-0.058, 0.040, -0.001], [-0.111, 0.001, -0.034], [-0.042, 0.011, -0.062], [-0.003, -0.039, -0.015], [-0.002, -0.060, -0.084], [0.014, 0.008, -0.089], [0.055, 0.077, -0.043], [0.072, 0.104, -0.017], [0.027, -0.055, 0.069], [0.075, -0.112, -0.040], [-0.042, -0.096, 0.055], [-0.107, -0.055, 0.035], [-0.088, 0.051, 0.024], [-0.086, 0.073, -0.061], [-0.058, 0.043, 0.101], [0.007, -0.035, 0.094], [0.006, 0.044, 0.125], [0.166, -0.355, 0.123], [-0.033, -0.061, -0.016], [0.054, -0.107, -0.031], [0.065, 0.015, 0.020], [0.075, -0.012, 0.111], [0.021, 0.216, 0.020], [0.030, 0.037, -0.077], [0.053, 0.085, -0.013], [0.009, 0.074, 0.008], [-0.033, 0.054, 0.105], [0.517, 0.310, -0.311], [-0.372, -0.135, 0.221], [0.364, 0.039, 0.499], [-0.092, 0.133, -0.199], [-0.156, -0.197, 0.012], [-0.140, 0.069, -0.195], [0.196, 0.136, -0.092], [0.061, -0.105, 0.113], [-0.131, -0.067, 0.165], [-0.152, -0.151, -0.169], [-0.089, -0.239, 0.307], [-0.068, 0.008, 0.009], [0.055, -0.123, 0.108], [-0.103, -0.020, -0.143], [-0.043, 0.067, -0.078], [-0.064, -0.037, 0.014], [-0.119, 0.003, -0.025], [-0.035, 0.018, -0.112], [0.071, -0.150, -0.018]]
}

---

# 2
{
  "formula": "C44H39N5O5SiTb",
  "method": "ωB97M-V/def2-TZVPD",
  "s_squared": 12.709,
  "homo_energy_ev": [-10.924, -10.924],
  "largest_force_ev_per_a": 2.0,
  "multiplicity": 7,
  "lumo_energy_ev": [-2.8, -2.7],
  "charge": 1,
  "relative_energy_kcal_mol": 43.1,
  "symbols": ["Tb", "C", "C", "C", "C", "C", "C", "C", "N", "N", "C", "C", "C", "C", "C", "C", "N", "C", "C", "C", "C", "C", "C", "N", "H", "H", "H", "H", "H", "H", "H", "H", "H", "H", "H", "H", "H", "H", "H", "H", "H", "H", "H", "H", "O", "C", "O", "C", "C", "C", "C", "C", "C", "N", "O", "O", "H", "H", "H", "H", "O", "Si", "C", "C", "C", "C", "C", "C", "C", "C", "C", "C", "C", "C", "C", "C", "C", "C", "C", "C", "H", "H", "H", "H", "H", "H", "H", "H", "H", "H", "H", "H", "H", "H", "H"],
  "positions_angstrom": [[-1.083914, 0.167277, -0.671997], [-4.470514, 0.956377, -0.146697], [-4.298914, -0.424123, 0.518303], [-3.520914, -0.262223, 1.794703], [-4.125814, -0.325123, 3.041803], [-3.358914, -0.129223, 4.179203], [-2.004514, 0.111077, 4.018903], [-1.484914, 0.181277, 2.737603], [-2.220814, 0.017977, 1.636003], [-3.506614, 1.164277, -1.241797], [-3.401814, 2.603377, -1.534297], [-2.475314, 3.346377, -0.604197], [-2.539814, 4.736177, -0.562597], [-1.749614, 5.428577, 0.336903], [-0.951114, 4.698177, 1.206303], [-0.913914, 3.323377, 1.070003], [-1.620114, 2.647177, 0.152503], [-4.033114, 0.474777, -2.429597], [-3.078814, 0.443577, -3.595497], [-3.520314, -0.083923, -4.802897], [-2.663314, -0.081423, -5.886697], [-1.404814, 0.477677, -5.726997], [-1.054114, 0.984877, -4.489297], [-1.859614, 0.963777, -3.423397], [-4.311014, 1.731677, 0.608903], [-5.494814, 1.066777, -0.532197], [-3.724314, -1.095423, -0.142397], [-5.271814, -0.875423, 0.716003], [-5.180214, -0.533123, 3.117803], [-3.809614, -0.162823, 5.159403], [-1.349914, 0.233077, 4.865303], [-0.428114, 0.353177, 2.587903], [-4.392614, 3.081777, -1.490997], [-3.023814, 2.726677, -2.553397], [-3.200314, 5.259077, -1.236697], [-1.772014, 6.506377, 0.373803], [-0.361914, 5.182977, 1.967803], [-0.302314, 2.731877, 1.737203], [-4.968714, 0.956577, -2.762297], [-4.280614, -0.557123, -2.159997], [-4.518114, -0.487623, -4.884197], [-2.976114, -0.490123, -6.833497], [-0.704714, 0.513777, -6.544597], [-0.085014, 1.447477, -4.348597], [0.055786, -1.989423, -4.039997], [0.042086, -1.326123, -3.023597], [-0.947914, -1.195323, -2.223997], [1.332386, -0.542023, -2.666097], [1.328986, 0.758377, -2.145797], [2.523286, 1.413277, -1.879597], [3.725986, 0.755677, -2.103097], [3.749786, -0.517523, -2.661597], [2.555586, -1.147223, -2.961797], [4.964686, 1.442077, -1.792397], [4.876086, 2.569077, -1.357097], [5.995986, 0.847777, -1.988097], [0.389686, 1.341377, -2.045397], [2.544686, 2.429577, -1.508097], [4.696886, -0.991923, -2.870397], [2.552886, -2.110423, -3.447197], [0.116386, -1.196223, 0.455803], [1.423086, -1.607823, 1.261503], [0.976386, -2.259723, 2.997203], [0.574186, -3.580623, 3.169403], [0.260286, -4.084123, 4.420203], [0.320486, -3.262723, 5.532803], [0.708586, -1.942423, 5.384103], [1.049086, -1.458623, 4.132503], [2.560086, -2.842323, 0.390503], [2.201586, -3.359923, -0.847697], [3.022986, -4.247623, -1.521497], [4.220086, -4.655223, -0.954597], [4.578486, -4.172523, 0.293603], [3.755586, -3.276323, 0.951903], [2.390786, 0.033377, 1.500503], [1.785486, 1.210977, 1.077303], [2.381686, 2.450477, 1.256803], [3.628386, 2.529177, 1.852703], [4.256186, 1.368677, 2.274103], [3.638786, 0.142077, 2.103803], [0.517786, -4.227723, 2.307003], [-0.025614, -5.119723, 4.536703], [0.079886, -3.650023, 6.511203], [0.767186, -1.293123, 6.247803], [1.394786, -0.436323, 4.035403], [1.254086, -3.063423, -1.279397], [2.719086, -4.634623, -2.484897], [4.864486, -5.351223, -1.474697], [5.499386, -4.496823, 0.754703], [4.041486, -2.915023, 1.927303], [0.801786, 1.132777, 0.572303], [1.885186, 3.356577, 0.929203], [4.104586, 3.487577, 1.982603], [5.227686, 1.427377, 2.742303], [4.130386, -0.751823, 2.454203]],
  "forces_ev_per_angstrom": [[-0.422, -0.106, 1.831], [-0.156, -0.152, 0.186], [0.170, 0.197, 0.081], [-0.157, -0.055, -0.031], [0.140, -0.041, -0.070], [0.139, 0.055, -0.271], [-0.044, 0.065, -0.052], [0.049, -0.008, 0.085], [-0.238, -0.162, 0.088], [-0.021, 0.028, -0.118], [0.142, 0.143, -0.225], [-0.039, 0.095, -0.008], [0.100, -0.088, 0.097], [-0.031, -0.270, -0.053], [-0.057, -0.096, -0.095], [0.067, 0.124, 0.148], [-0.125, 0.072, -0.224], [-0.014, -0.133, -0.151], [0.003, 0.184, -0.097], [0.199, 0.092, 0.142], [0.123, 0.127, 0.190], [-0.104, 0.009, 0.054], [0.021, 0.180, -0.212], [-0.204, 0.079, -0.100], [-0.041, -0.042, -0.143], [0.137, 0.087, 0.031], [-0.378, 0.030, 0.094], [0.125, -0.064, -0.060], [-0.147, -0.053, -0.029], [-0.005, -0.054, 0.081], [0.079, 0.022, 0.077], [0.065, 0.029, -0.010], [0.087, -0.122, -0.028], [-0.124, -0.014, 0.162], [-0.133, 0.043, -0.027], [-0.022, 0.102, 0.028], [0.082, 0.008, 0.067], [0.096, -0.028, -0.046], [0.086, -0.110, 0.130], [-0.022, 0.107, 0.028], [-0.102, -0.041, 0.020], [-0.004, -0.064, -0.120], [0.108, 0.021, -0.059], [0.042, -0.075, -0.005], [-0.059, 0.053, 0.355], [1.581, -0.215, -1.271], [-0.649, -0.555, 0.120], [-0.362, -0.165, -0.303], [-0.143, -0.151, -0.175], [0.247, 0.175, 0.007], [-1.264, -0.455, -0.308], [0.093, 0.174, 0.080], [-0.193, 0.292, 0.081], [0.165, 0.182, 0.071], [0.049, 0.368, 0.154], [0.384, -0.213, -0.047], [0.677, -0.066, -0.346], [-0.010, -0.115, -0.030], [0.038, -0.013, 0.031], [-0.027, -0.060, 0.051], [-1.058, 0.677, -1.061], [1.355, -0.105, 1.086], [0.325, 0.190, -0.538], [-0.026, -0.097, -0.119], [-0.094, -0.131, 0.030], [-0.018, 0.056, 0.038], [0.052, 0.091, 0.152], [0.093, 0.194, -0.067], [-0.675, 0.238, 0.150], [-0.189, 0.006, -0.002], [-0.005, -0.187, -0.148], [-0.057, 0.017, -0.068], [0.132, 0.013, 0.044], [0.036, 0.075, 0.147], [-0.647, -0.438, -0.155], [-0.261, -0.064, 0.041], [-0.179, 0.148, -0.081], [-0.091, -0.009, -0.031], [0.130, 0.028, 0.049], [0.039, -0.077, 0.056], [0.011, -0.191, -0.116], [-0.035, -0.070, -0.045], [-0.033, -0.050, 0.088], [0.033, 0.012, 0.058], [0.027, 0.119, 0.048], [-0.055, -0.056, -0.098], [-0.008, -0.036, -0.060], [-0.006, -0.019, -0.012], [0.087, -0.020, 0.040], [0.124, -0.012, 0.206], [0.654, 0.327, 0.452], [0.029, 0.016, -0.052], [0.075, 0.109, 0.014], [0.081, -0.025, 0.025], [0.154, -0.086, 0.073]]
}